1.
21
Properties=species:S:1:pos:R:3:nbo_charge:R:1 method="wB97M-V/def2-TZVPD" relative_energy_kj_mol=209.06 total_charge=+1 e_homo_ev="-13.3 / -13.3" orbital_gap_ev="7.463 / 7.464" smiles="C=C1C=CC=[N+]1[SiH2]/N=C/C" total_energy_ev=-18287.0784 spin_multiplicity=1
H 3.45889 -0.50402 -0.66381 0.234
H 0.41137 -1.55836 2.67799 -0.131
C 2.84003 -0.94867 -1.50754 -0.685
C -1.71896 2.08009 -0.07486 -0.055
H 1.14399 1.02462 1.45282 0.240
Si -0.19829 -1.45357 1.22962 1.406
C 0.40485 1.73478 1.19327 -0.118
N 1.14629 -1.18781 0.24289 -0.952
C 1.56935 -1.55714 -0.89802 0.284
H 1.00047 -2.16711 -1.57367 0.162
H 3.49258 -1.57380 -2.05893 0.248
H -2.91683 -0.98607 -0.17070 0.259
H 0.64097 2.75184 1.05959 0.230
C -2.71560 1.15614 -0.45300 -0.303
H -1.23282 -2.63379 1.29841 -0.150
H -1.78550 3.13917 -0.32626 0.261
C -0.74813 1.30976 0.68007 0.034
C -2.40557 -0.01246 0.14409 0.155
H 2.46868 -0.11214 -2.06277 0.240
H -3.65806 1.47519 -0.89932 0.268
N -1.19772 0.02333 0.71013 -0.628

---

2.
23
Properties=species:S:1:pos:R:3:nbo_charge:R:1 method="wB97M-V/def2-TZVPD" relative_energy_kj_mol=0.00 e_homo_ev=-9.4 orbital_gap_ev=10.207 total_energy_ev=-16002.8585 spin_multiplicity=1
H 1.33216 -1.83525 -0.24504 0.200
N -0.29045 -2.17945 -1.46437 -0.689
C -0.55478 1.30116 1.95344 -0.327
H -1.88307 -0.97400 0.17089 0.268
H 1.03595 -0.19526 -2.67662 0.403
H 0.28505 1.96551 2.18058 0.234
H 4.16346 1.06587 -1.97242 0.400
N 1.49214 -0.66271 -1.90619 -0.658
C -0.83990 0.83442 0.57892 0.560
C 0.80508 -1.59749 -1.16195 0.303
O 3.02866 -0.30383 -0.22847 -0.626
H -3.51172 0.45353 2.25941 0.222
H -1.42673 0.96015 3.88092 0.215
C -2.12332 0.01559 0.60760 -0.527
C -1.47927 0.79704 2.80635 -0.083
H -2.89021 0.54964 0.00693 0.236
C -2.52625 -0.02617 2.11209 -0.452
N 3.20687 0.88060 -2.19643 -0.829
O -0.20256 1.06796 -0.42615 -0.577
H 3.04958 0.72029 -3.18698 0.378
C 2.62284 -0.05332 -1.35207 0.800
H -0.71706 -1.74869 -2.28980 0.322
H -2.57646 -1.03558 2.54937 0.227

---

3.
24
Properties=species:S:1:pos:R:3:nbo_charge:R:1 method="wB97M-V/def2-TZVPD" relative_energy_kj_mol=710.25 e_homo_ev=-6.5 orbital_gap_ev=5.440 total_energy_ev=-18043.5580 spin_multiplicity=1
H 1.89015 -0.82179 -1.09900 0.216
C 2.04690 -0.66691 -0.01045 -0.608
C -2.61677 1.14976 -0.34072 0.806
C 1.09406 0.49839 0.39760 -0.225
O -4.75586 -0.64473 1.61643 -0.356
H 2.94801 -0.16917 0.23754 0.187
O -0.39529 -2.24605 0.38109 -0.606
H 2.16902 1.47830 1.78414 0.202
N -1.32509 1.07890 -0.12059 -0.571
H -2.29162 -1.34143 -1.91307 0.278
H -4.02554 -2.08393 -1.24991 0.239
H -3.67442 -0.50371 -2.43969 0.226
H -1.12592 2.05136 0.04912 0.426
H 1.63129 -0.03432 2.31838 0.215
H 1.98702 -1.58000 0.67916 0.253
H 0.99097 1.40917 -0.31872 0.188
C -0.38176 0.01534 0.15533 0.149
C 1.39254 0.83629 1.83687 -0.597
C -3.34562 -1.15968 -1.55469 -0.410
N -3.34706 -0.32124 -0.31884 -0.484
N -0.96970 -1.13681 0.14815 -0.138
H 0.44291 1.27461 2.29546 0.194
C -4.13998 -0.50567 0.65020 0.985
O -3.33054 2.09296 -0.48181 -0.566

---

4.
23
Properties=species:S:1:pos:R:3:nbo_charge:R:1 method="wB97M-V/def2-TZVPD" relative_energy_kj_mol=412.15 e_homo_ev=-8.1 orbital_gap_ev=8.727 smiles="CCN1NC=C[C@]1(O)SCC#N" total_energy_ev=-24786.8245 spin_multiplicity=1
C 0.55958 0.72449 0.53097 -0.218
H 1.25508 1.38751 -1.42280 0.203
H 1.57937 -1.01161 -1.64940 0.374
N 1.31872 -1.28464 -0.69298 -0.430
H 1.31052 -3.26280 -1.20559 0.202
C 0.96822 1.86491 -0.47809 -0.616
O -1.09600 -1.00134 1.65020 -0.733
H -1.55963 -1.78522 2.06734 0.495
C -3.88571 0.62878 0.08869 0.258
H 1.37034 0.43537 1.14117 0.197
C 0.76176 -2.57110 -0.64197 0.040
C -0.29246 -2.79524 0.12595 -0.364
H -2.41740 1.29977 -1.33858 0.258
C -2.59450 0.65519 -0.47050 -0.641
H -1.82815 0.99001 0.26856 0.258
S -2.36527 -1.16727 -0.71885 0.119
N -4.92070 0.50152 0.54582 -0.322
H 0.22187 2.63178 -0.75442 0.211
N 0.20389 -0.46217 -0.23100 -0.341
C -0.73048 -1.35254 0.33761 0.372
H -0.23167 1.13941 1.09287 0.218
H 1.78588 2.33873 0.03513 0.214
H -0.53512 -3.71490 0.54615 0.246

---

5.
22
Properties=species:S:1:pos:R:3:nbo_charge:R:1 method="wB97M-V/def2-TZVPD" relative_energy_kj_mol=538.36 total_charge=+1 e_homo_ev=-12.4 orbital_gap_ev=8.941 smiles="[H]/N=C1/C2=CCC=CN2[NH2+]N1C" total_energy_ev=-13386.5640 spin_multiplicity=1
N -0.21983 -0.07361 1.82703 -0.286
C 0.13157 -1.25445 1.20190 0.481
C 0.22078 -1.28582 -1.70518 -0.210
C -0.15478 -0.74122 -0.57562 0.101
H -0.70406 2.44329 -1.27802 0.221
H 0.87742 -0.64705 -3.63388 0.247
H 0.68297 -2.65693 2.45509 0.384
H 0.38328 1.67594 0.92294 0.409
N 0.51467 -2.37638 1.49600 -0.623
N -0.75262 0.51309 -0.40065 -0.273
H 0.65839 -2.26813 -1.73114 0.260
H -0.09565 1.62478 -3.50667 0.245
C 0.00957 -0.51781 -2.98224 -0.475
H -0.85637 -0.91005 -3.52811 0.246
H 1.30932 0.80030 2.99844 0.210
H -1.25918 1.56702 1.25750 0.441
C -0.52262 1.40123 -1.48605 -0.101
C -0.19725 0.93490 -2.68387 -0.142
C 0.32866 0.32353 3.10225 -0.439
H 0.44431 -0.57163 3.70937 0.257
H -0.35917 0.99755 3.61389 0.228
N -0.43941 1.02147 0.92700 -0.180

---

6.
22
Properties=species:S:1:pos:R:3:nbo_charge:R:1 method="wB97M-V/def2-TZVPD" relative_energy_kj_mol=355.03 total_charge=+1 e_homo_ev="-12.1 / -12.1" orbital_gap_ev="6.800 / 6.797" total_energy_ev=-13388.4640 spin_multiplicity=1
N 0.90328 -0.80060 0.33602 -0.395
H -4.41050 -0.88451 0.57083 0.231
H 1.00219 1.94617 1.33180 0.244
C 1.27949 2.07566 0.30036 0.117
H 3.29350 -1.83044 0.49777 0.261
C 2.02404 -0.19109 -0.00603 0.477
N -1.95864 1.13814 -0.05540 -0.203
C -0.38678 -0.34200 0.21500 0.154
C -1.59706 -1.05922 0.16618 -0.305
H 2.62770 1.43137 -1.07710 0.446
H 3.41572 -1.30921 -1.17415 0.269
H 0.97091 -1.77849 0.60871 0.453
H -4.28757 -0.61367 -1.17046 0.234
C -4.02629 -0.21125 -0.19145 -0.647
H 1.17919 3.04439 -0.15378 0.251
C 3.28786 -0.95591 -0.14831 -0.685
H 4.14915 -0.33882 0.09781 0.259
N 2.02971 1.14826 -0.30287 -0.550
H -1.73719 -2.11863 0.21204 0.235
N -0.70606 0.96092 0.09756 -0.223
C -2.55867 -0.07376 -0.07107 0.132
H -4.49398 0.76268 -0.08349 0.246

---

7.
22
Properties=species:S:1:pos:R:3:nbo_charge:R:1 method="wB97M-V/def2-TZVPD" relative_energy_kj_mol=390.19 total_charge=+1 e_homo_ev=-11.4 orbital_gap_ev=8.055 smiles="N/C=N/[N@H+]1[C@@H]2C=CC=C(N)[C@@H]21" total_energy_ev=-13388.0997 spin_multiplicity=1
H 0.43148 0.45994 1.03658 0.429
N 4.02576 -0.53442 0.13884 -0.764
H -3.25929 -0.19254 1.08270 0.224
C -0.25092 1.07028 -0.98404 -0.046
C -1.59084 -0.83105 -0.01422 0.252
C -2.17403 1.46451 0.40285 -0.097
H -2.94793 -2.32307 0.39319 0.411
H 0.10777 -1.10058 -1.34673 0.257
H -1.09343 3.02804 -0.54715 0.248
H 2.79228 0.63641 1.38622 0.190
N -1.97117 -2.14390 0.07130 -0.763
H 3.75723 -0.97854 -0.74822 0.405
H 4.62009 -1.04565 0.75926 0.423
C -1.17671 1.96233 -0.41188 -0.325
N 0.71037 0.39297 -0.01777 -0.218
C 2.89184 0.11396 0.46878 0.305
N 1.93212 -0.09794 -0.34885 -0.387
C -0.35238 -0.39571 -0.74104 -0.094
C -2.40347 0.12459 0.58112 -0.341
H -1.46919 -2.94769 -0.12731 0.407
H 0.25449 1.32879 -1.92933 0.265
H -2.83408 2.00927 0.89566 0.219

---

8.
23
Properties=species:S:1:pos:R:3:nbo_charge:R:1 method="wB97M-V/def2-TZVPD" relative_energy_kj_mol=348.84 total_charge=-1 e_homo_ev=-2.8 orbital_gap_ev=6.341 smiles="C[C@H]1[C@H](C)C1(C)C1=N[N-]N=NO1" total_energy_ev=-15440.4886 spin_multiplicity=1
H 1.51389 -0.05144 0.86291 0.225
O -0.93787 2.20227 -1.26192 -0.528
H -2.66270 0.03356 -0.48862 0.215
C -1.97505 0.25913 0.36615 -0.608
H 0.92200 -0.26373 3.01823 0.208
H -2.38580 1.29008 0.72626 0.234
C 0.05253 -1.29641 -0.23182 -0.217
H 0.60228 -1.88407 2.34964 0.205
H -0.62807 -2.09702 0.00299 0.197
N 1.12755 1.14981 -1.42921 -0.416
H 1.59446 -2.41620 -0.78107 0.182
C -0.51455 0.09143 -0.01594 -0.149
H 0.55723 -2.41426 -2.18878 0.178
C 0.23956 -0.85635 2.38960 -0.641
N 1.08005 3.36865 -1.26201 -0.048
C 0.55549 -0.46015 0.93210 -0.192
H 1.65010 -0.88897 -1.69996 0.275
N -0.03172 3.42545 -0.80094 -0.082
N 1.66526 2.36939 -1.77849 -0.292
C -0.10461 1.18369 -0.94571 0.449
H -0.86733 -0.62834 2.41253 0.224
H -2.44381 -0.46337 1.16350 0.184
C 0.99111 -1.65315 -1.33946 -0.603

---

9.
23
Properties=species:S:1:pos:R:3:nbo_charge:R:1 method="wB97M-V/def2-TZVPD" relative_energy_kj_mol=466.28 total_charge=+1 e_homo_ev="-11.7 / -11.7" orbital_gap_ev="7.740 / 6.182" total_energy_ev=-24221.3074 spin_multiplicity=1
H 1.48063 -0.87204 1.07242 0.206
H -2.51409 4.32173 2.13257 0.260
H 1.89236 -2.12071 -1.02992 0.268
H -0.42877 1.11962 -1.20135 0.399
N 0.24870 0.76385 0.51538 -0.217
N -0.09198 2.12208 2.40479 -0.351
S -1.80915 2.75017 0.53001 0.390
C -0.08077 -2.88172 -0.98651 -0.563
H 0.94255 0.21395 -3.34108 0.433
H 0.30381 -3.85748 -0.96705 0.250
H 0.66777 -1.34227 -3.22225 0.424
C 1.08318 -1.82651 0.76753 -0.241
H -0.17352 -2.76855 -2.11171 0.180
C -1.80860 3.51525 2.01777 -0.371
H -0.69316 3.62413 3.77604 0.237
C 0.89560 -1.84767 -0.62186 -0.391
C -0.84872 3.05079 2.88227 -0.005
N 0.25970 0.54162 -0.74279 -0.318
N 0.87401 -0.56165 -2.65577 -0.732
H 0.47887 -2.38750 1.44996 0.201
C -0.43820 1.74315 1.14718 0.154
C 0.69957 -0.52809 -1.35078 0.566
H -0.93980 -2.77213 -0.46484 0.222

---

10.
24
Properties=species:S:1:pos:R:3:nbo_charge:R:1 method="wB97M-V/def2-TZVPD" relative_energy_kj_mol=317.06 total_charge=+2 e_homo_ev="-17.2 / -17.2" orbital_gap_ev="7.722 / 7.724" total_energy_ev=-16914.6838 spin_multiplicity=1
C 2.32489 -0.98324 -1.12391 0.844
C -1.60560 0.36667 -1.89586 -0.435
C 2.32198 -2.43815 2.13091 0.329
N 1.11880 -2.00193 2.05818 -0.452
C -0.90191 0.90953 0.31249 0.802
C -1.98856 2.55933 -1.08444 -0.427
H 2.75630 -2.94484 2.96842 0.268
H -0.95777 -0.56155 -1.78339 0.251
N -1.61202 1.20253 -0.76018 -0.366
H -0.12653 1.13198 2.14879 0.458
O 2.30692 -0.67643 -2.20136 -0.235
H -1.06755 -1.34040 1.22933 0.429
H -1.96389 2.55634 -2.13353 0.248
C 0.87966 -1.43803 0.81625 0.409
H -2.97838 2.74478 -0.70426 0.253
H 3.98113 -2.34427 0.86445 0.465
H -1.31878 3.38177 -0.63379 0.248
H -1.14123 1.01418 -2.77731 0.241
H -1.41739 2.18516 1.64455 0.452
C 2.09289 -1.50660 0.06366 -0.227
H -2.57006 -0.06542 -2.11504 0.262
N -0.38711 -1.07120 0.51572 -0.605
N 2.99209 -2.14466 0.98965 -0.463
N -0.73788 1.46446 1.47066 -0.748

---

11.
20
Properties=species:S:1:pos:R:3:nbo_charge:R:1 method="wB97M-V/def2-TZVPD" relative_energy_kj_mol=389.25 e_homo_ev=-8.9 orbital_gap_ev=9.821 smiles="CC1=CC[C@H]2CO[C@@H]1N2" total_energy_ev=-10971.2418 spin_multiplicity=1
H -0.53811 1.13557 1.90090 0.212
H 0.92325 1.35312 -1.87240 0.197
O 0.24436 1.88683 0.07691 -0.530
H -2.45774 1.34095 0.35611 0.227
C 0.86654 -1.25906 -0.69438 -0.421
H 2.83025 -0.38071 -0.25549 0.225
C -0.60556 -1.07046 -0.59347 -0.237
H -3.21565 -0.24766 -0.39920 0.226
C -0.10186 0.69003 1.00150 0.193
C 1.71915 -0.04815 -0.17378 -0.094
H -1.11452 -2.07243 -0.87829 0.225
C 1.20781 1.34216 -0.78363 -0.104
H 1.10408 -2.23214 0.07250 0.176
H 1.22786 -1.62492 -1.79739 0.215
N 1.14968 -0.04690 1.20650 -0.630
H -2.85941 -0.01284 1.37099 0.206
H 2.05089 2.10044 -0.50181 0.200
C -2.53512 0.24989 0.33451 -0.638
C -0.99521 -0.14541 0.20650 -0.009
H 1.09931 -0.95832 1.42341 0.363